1.
Below is a cluster of 6 separate species, C36H79N2O22P5 in total at a distorted geometry, with properties calculated with ωB97M-V/def2-TZVPD.

Geometry as ORCA input:
```
! RIJCOSX wB97M-V def2-TZVPD def2/J DEFGRID3
* xyz 0 1
C 1.94 0.25 -0.30
C 1.63 1.71 -0.77
C 2.99 2.56 -0.68
C 0.45 2.46 -0.05
C -0.56 3.02 -1.17
C -0.30 1.70 1.12
O -1.59 1.22 0.66
C -1.61 -0.11 0.16
C -1.09 -1.31 1.04
N -1.53 -1.20 2.47
C -1.40 -0.21 -1.42
C -2.68 0.45 -2.09
O -2.77 0.79 -3.24
N -3.60 0.53 -1.01
C -3.21 -0.39 0.12
C -4.10 0.18 1.29
C -3.74 -1.77 -0.41
C -4.05 -2.87 0.69
C -4.05 -4.32 0.01
C -2.65 -4.78 -0.47
C -2.35 -4.68 -1.91
C -1.04 -5.04 -2.46
C 0.02 -5.52 -1.56
C -0.25 -5.65 -0.12
C -1.57 -5.27 0.38
H 2.95 -0.03 -0.71
H 2.08 0.23 0.82
H 1.24 -0.54 -0.66
H 1.40 1.66 -1.87
H 3.88 1.90 -0.76
H 2.99 3.22 -1.60
H 3.02 3.19 0.24
H 0.88 3.40 0.41
H -0.61 2.36 -2.06
H -1.55 3.32 -0.74
H -0.08 3.98 -1.52
H 0.31 0.95 1.68
H -0.55 2.50 1.89
H 0.04 -1.21 1.07
H -1.28 -2.32 0.61
H -1.49 -0.21 2.74
H -0.83 -1.69 3.05
H -0.45 0.19 -1.85
H -1.25 -1.32 -1.55
H -3.84 1.47 -0.68
H -4.00 1.29 1.44
H -5.17 -0.02 1.01
H -3.93 -0.33 2.27
H -4.73 -1.56 -0.91
H -3.11 -2.26 -1.19
H -3.39 -2.83 1.59
H -5.10 -2.69 1.04
H -4.68 -4.20 -0.92
H -4.58 -5.08 0.64
H -3.10 -4.32 -2.66
H -0.80 -4.95 -3.55
H 1.02 -5.77 -1.98
H 0.58 -6.00 0.53
H -1.75 -5.37 1.48
C -3.52 3.51 4.03
O -2.39 4.29 3.62
P -2.70 5.45 2.40
O -1.23 5.59 2.12
O -3.17 6.54 3.53
C -2.38 6.74 4.70
O -3.09 6.55 1.17
C -4.41 7.11 1.17
H -3.24 2.90 4.89
H -4.35 4.16 4.31
H -3.83 2.85 3.21
H -1.33 6.48 4.53
H -2.78 6.14 5.52
H -2.44 7.79 4.98
H -4.47 7.93 1.89
H -5.16 6.35 1.40
H -4.61 7.51 0.18
C -1.69 0.99 -8.57
O -0.59 0.07 -8.64
P -0.17 -0.65 -7.15
O 1.18 -1.12 -7.63
O -1.31 -1.82 -7.36
C -1.37 -2.53 -8.58
O 0.07 -1.16 -5.55
C -1.08 -1.23 -4.70
H -1.95 1.29 -9.58
H -2.56 0.52 -8.10
H -1.40 1.87 -8.00
H -0.41 -2.55 -9.09
H -2.12 -2.07 -9.23
H -1.68 -3.55 -8.37
H -1.62 -2.17 -4.89
H -1.74 -0.38 -4.86
H -0.74 -1.24 -3.67
C 7.83 -2.82 1.36
O 6.81 -1.81 1.30
P 5.25 -2.33 1.77
O 4.55 -1.16 1.15
O 5.62 -2.05 3.34
C 6.19 -0.81 3.73
O 3.81 -3.08 2.24
C 3.86 -4.16 3.19
H 8.79 -2.34 1.17
H 7.85 -3.28 2.35
H 7.65 -3.58 0.60
H 5.93 -0.01 3.03
H 7.27 -0.91 3.79
H 5.82 -0.55 4.72
H 3.94 -3.75 4.20
H 4.69 -4.83 2.98
H 2.92 -4.71 3.11
C 3.48 9.34 -5.10
O 4.12 8.31 -4.33
P 3.12 7.55 -3.17
O 4.27 6.94 -2.42
O 2.53 6.52 -4.30
C 3.43 5.81 -5.14
O 1.95 7.04 -2.07
C 0.57 7.09 -2.48
H 4.16 9.66 -5.89
H 2.56 8.97 -5.55
H 3.25 10.19 -4.45
H 4.41 5.68 -4.67
H 3.54 6.33 -6.08
H 3.00 4.83 -5.34
H 0.35 6.22 -3.10
H 0.37 8.01 -3.03
H -0.05 7.05 -1.59
C -0.26 -8.94 7.07
O 0.95 -8.25 6.74
P 0.79 -7.02 5.56
O 2.28 -6.94 5.33
O 0.34 -5.96 6.73
C 1.10 -5.86 7.92
O 0.45 -5.85 4.37
C -0.86 -5.26 4.38
H -0.06 -9.60 7.92
H -1.05 -8.23 7.34
H -0.58 -9.54 6.22
H 2.14 -6.16 7.77
H 0.65 -6.48 8.70
H 1.09 -4.82 8.25
H -0.90 -4.47 5.14
H -1.63 -6.01 4.56
H -1.03 -4.80 3.40
*
```

Properties
HOMO-LUMO gap (Ha): 0.234
LUMO level (Eh): -0.094
M (g/mol): 1046.89
Highest occupied orbital energy (Eh): -0.3275
SMILES string: CC(C)[C@@H](C)CO[C@]1(CN)CC(=O)N[C@@]1(C)CCCc1ccccc1.COP(=O)(OC)OC.COP(=O)(OC)OC.COP(=O)(OC)OC.COP(=O)(OC)OC.COP(=O)(OC)OC

---

2.
Below is a cluster of 4 separate species, C36H80BrN2P in total at a distorted geometry, with properties calculated with ωB97M-V/def2-TZVPD.

Geometry as ORCA input:
```
! RIJCOSX wB97M-V def2-TZVPD def2/J DEFGRID3
* xyz 2 1
Br 11.16 -19.65 -1.31
C 12.21 -16.79 2.60
C 11.76 -16.89 1.12
C 11.72 -15.56 0.38
C 11.44 -15.68 -1.15
P 12.87 -15.63 -2.24
C 13.76 -17.20 -2.28
C 14.97 -17.10 -3.21
C 16.21 -17.89 -2.77
C 17.21 -18.06 -3.96
C 12.20 -15.05 -3.86
C 11.97 -16.16 -4.94
C 10.55 -16.71 -4.85
C 10.25 -17.82 -5.84
C 14.02 -14.30 -1.81
C 15.09 -14.64 -0.73
C 15.99 -13.40 -0.50
C 15.48 -12.46 0.58
H 12.00 -17.67 3.19
H 11.73 -15.91 3.01
H 13.30 -16.66 2.58
H 10.82 -17.45 1.06
H 12.39 -17.60 0.57
H 12.54 -14.85 0.51
H 10.88 -15.08 0.91
H 10.71 -14.90 -1.37
H 10.98 -16.65 -1.36
H 13.06 -17.95 -2.66
H 13.99 -17.52 -1.26
H 15.32 -16.09 -3.46
H 14.68 -17.56 -4.16
H 15.93 -18.86 -2.36
H 16.84 -17.37 -2.05
H 16.71 -18.12 -4.93
H 17.84 -18.93 -3.82
H 17.82 -17.16 -3.95
H 12.84 -14.24 -4.18
H 11.21 -14.65 -3.63
H 12.70 -16.94 -4.72
H 12.15 -15.76 -5.93
H 9.94 -15.83 -5.08
H 10.28 -16.98 -3.82
H 10.62 -17.58 -6.84
H 9.19 -18.06 -5.97
H 10.72 -18.77 -5.58
H 13.33 -13.55 -1.39
H 14.55 -13.83 -2.65
H 15.63 -15.54 -1.00
H 14.59 -14.95 0.20
H 16.26 -12.98 -1.47
H 16.92 -13.79 -0.09
H 16.33 -11.92 0.98
H 15.07 -13.05 1.40
H 14.67 -11.79 0.27
C 8.59 -21.19 -7.36
C 8.09 -22.25 -6.36
C 8.03 -21.61 -4.95
C 7.22 -22.41 -3.92
N 7.38 -21.79 -2.56
C 6.18 -22.11 -1.69
C 6.03 -21.08 -0.60
C 6.99 -19.97 -1.05
C 7.30 -20.26 -2.50
C 8.66 -22.22 -1.89
H 8.52 -21.42 -8.42
H 9.66 -21.02 -7.19
H 8.08 -20.23 -7.23
H 8.83 -23.04 -6.44
H 7.07 -22.51 -6.61
H 7.46 -20.70 -5.10
H 9.02 -21.37 -4.56
H 7.59 -23.43 -3.85
H 6.16 -22.47 -4.16
H 6.33 -23.10 -1.25
H 5.27 -22.18 -2.29
H 6.29 -21.44 0.40
H 5.01 -20.70 -0.56
H 7.93 -19.96 -0.50
H 6.60 -18.95 -0.96
H 8.23 -19.78 -2.79
H 6.53 -19.98 -3.23
H 8.83 -23.26 -2.17
H 8.71 -22.09 -0.82
H 9.41 -21.59 -2.37
C 14.51 -24.31 -3.90
C 13.37 -24.48 -2.88
C 13.88 -24.16 -1.45
C 13.91 -22.64 -1.32
N 14.51 -22.08 -0.03
C 13.49 -22.18 1.09
C 13.83 -21.07 2.08
C 14.32 -19.97 1.16
C 14.70 -20.58 -0.17
C 15.78 -22.74 0.39
C 16.90 -22.74 -0.67
C 18.12 -23.43 -0.04
H 14.21 -24.81 -4.83
H 15.36 -24.91 -3.55
H 15.01 -23.38 -4.16
H 13.03 -25.50 -2.98
H 12.60 -23.74 -3.13
H 14.83 -24.66 -1.36
H 13.20 -24.48 -0.65
H 12.96 -22.14 -1.48
H 14.63 -22.23 -2.03
H 13.53 -23.22 1.42
H 12.48 -22.10 0.70
H 14.45 -21.39 2.91
H 12.93 -20.69 2.57
H 15.18 -19.42 1.55
H 13.48 -19.28 1.04
H 15.71 -20.42 -0.54
H 14.05 -20.20 -0.96
H 15.58 -23.78 0.66
H 16.13 -22.19 1.26
H 17.13 -21.73 -0.98
H 16.53 -23.27 -1.54
H 18.60 -22.81 0.71
H 18.78 -23.76 -0.84
H 17.79 -24.35 0.45
*
```

Properties
HOMO-LUMO gap (Ha): 0.336
LUMO level (Eh): -0.132
ΔE to the lowest compared entry with this formula, charge and spin (eV): 0.0000
M (g/mol): 651.93
Highest occupied orbital energy (Eh): -0.4677